# 1
13
Properties=species:S:1:pos:R:3:forces:R:3 method="wB97M-V/def2-TZVPD" charge=-1 spin_multiplicity=1 homo_ev=-4.28 total_energy_ev=-9368.45874 gap_ev=8.32 relative_energy_ev=0.700
C 0.101 2.099 0.107 0.408 -0.491 -0.088
C -0.337 1.340 -1.168 -0.675 0.497 -0.292
O -1.097 0.346 -0.968 0.284 -0.300 0.086
O -0.011 1.820 -2.269 0.175 -0.067 0.354
H 0.079 1.434 0.980 -0.139 0.273 -0.161
H -0.547 2.959 0.243 -0.260 0.038 0.122
H 1.106 2.485 -0.024 0.245 0.076 -0.033
C 0.114 -2.365 0.744 -0.310 0.922 -0.161
O 0.736 -1.478 -0.159 -0.014 -0.496 0.277
H 0.041 -0.853 -0.463 -0.138 0.331 -0.181
H -0.075 -1.885 1.718 0.186 -0.131 0.026
H 0.763 -3.215 0.871 0.182 -0.453 0.173
H -0.871 -2.687 0.387 0.057 -0.200 -0.123

# 2
16
Properties=species:S:1:pos:R:3:forces:R:3 method="wB97M-V/def2-TZVPD" spin_multiplicity=1 homo_ev=-8.72 smiles="CN=C(C)C.ClI" total_energy_ev=-26405.95422 gap_ev=7.66 relative_energy_ev=0.666
C -0.696 1.623 -1.096 -0.339 0.491 -2.183
N -0.644 0.646 -0.084 0.000 -0.322 0.985
C -0.097 -0.481 -0.141 0.400 0.346 0.576
C -0.176 -1.331 1.095 2.136 -0.716 -0.560
C 0.558 -1.196 -1.264 1.224 0.416 -0.215
H 0.320 1.982 -1.450 -1.020 -0.320 0.503
H -1.242 1.231 -2.042 0.672 0.753 1.346
H -1.268 2.458 -0.639 0.438 -0.183 -0.878
H 0.799 -1.872 1.350 -1.253 0.545 -0.651
H -0.440 -0.789 1.958 -0.709 0.663 0.797
H -0.910 -2.026 0.773 -0.800 -1.241 0.532
H -0.084 -1.988 -1.553 -0.586 -1.169 -0.152
H 0.748 -0.664 -2.190 0.096 0.532 0.112
H 1.500 -1.620 -0.871 -0.376 0.057 -0.453
Cl -0.204 1.958 2.544 0.011 0.098 0.118
I 1.836 2.071 3.609 0.107 0.049 0.124